{
  "formula": "C45H98FN5O3P",
  "method": "wB97M-V/def2-TZVPD",
  "homo_lumo_gap_ev": 5.4,
  "total_charge": 1,
  "lumo_ev": -3.9,
  "molar_mass_g_mol": 807.28,
  "e_homo_ha": -0.34469,
  "symbols": ["P", "F", "O", "O", "O", "N", "N", "N", "N", "N", "C", "C", "C", "C", "C", "C", "C", "C", "C", "C", "C", "C", "C", "C", "C", "C", "C", "C", "C", "C", "C", "C", "C", "C", "C", "C", "C", "C", "C", "C", "C", "C", "C", "C", "C", "C", "C", "C", "C", "C", "C", "C", "C", "C", "C", "H", "H", "H", "H", "H", "H", "H", "H", "H", "H", "H", "H", "H", "H", "H", "H", "H", "H", "H", "H", "H", "H", "H", "H", "H", "H", "H", "H", "H", "H", "H", "H", "H", "H", "H", "H", "H", "H", "H", "H", "H", "H", "H", "H", "H", "H", "H", "H", "H", "H", "H", "H", "H", "H", "H", "H", "H", "H", "H", "H", "H", "H", "H", "H", "H", "H", "H", "H", "H", "H", "H", "H", "H", "H", "H", "H", "H", "H", "H", "H", "H", "H", "H", "H", "H", "H", "H", "H", "H", "H", "H", "H", "H", "H", "H", "H", "H", "H"],
  "xyz": [[1.188498, -3.637883, -0.152440], [5.067108, -3.638541, -1.271936], [-4.145606, 1.627298, 0.993659], [-2.768465, 1.469369, -0.779141], [5.514373, 5.189695, -1.291131], [0.675501, -4.140712, 1.227174], [2.927262, -1.564594, -1.821989], [-3.678594, -2.282385, 4.380679], [-4.545921, 4.196885, -5.793535], [-0.006610, -3.379689, 7.490406], [-4.633459, 0.079665, -1.631973], [6.302413, 1.805313, -2.439943], [-1.188338, -1.258028, -2.116459], [-2.609082, -1.127216, -2.699993], [6.133740, -0.725103, -3.285249], [3.621733, -0.494945, 1.826898], [-4.235424, -4.488354, 5.359388], [-2.265295, 3.803381, -4.901642], [1.017112, 0.093593, -1.978258], [2.414108, -0.331580, -2.433053], [-5.062511, 4.671357, -4.519886], [5.276960, -1.156042, -4.486334], [-4.104229, -3.144225, 2.004174], [5.422998, 5.966907, -0.111146], [-3.975698, -0.863070, 4.339080], [3.288364, -2.634137, -2.449446], [3.348335, -2.874250, -3.910460], [-0.141620, -0.417549, -2.865399], [-5.352412, 4.501308, -6.965475], [3.213368, 0.688179, 2.710186], [2.632036, -0.710205, 0.673420], [-4.862214, 6.150676, -4.165987], [3.686717, -3.691878, -1.422083], [-0.483278, -2.327074, 8.374686], [3.205345, -1.697341, -0.331240], [2.267842, -3.767110, 8.602856], [4.281693, 4.926524, -1.933314], [-3.045432, 1.445498, 0.546094], [0.331891, -2.963103, 6.139855], [4.279340, 3.502662, -2.518740], [-3.125472, 4.407674, -6.001228], [6.705824, 0.708263, -3.464975], [-3.712800, -1.151168, -1.626618], [-3.885661, 1.412849, -1.675421], [5.660600, 3.071744, -3.069917], [-5.203118, -0.391900, 3.555619], [0.912654, -4.305307, 8.129336], [2.983272, -3.201499, -0.172906], [4.771997, -2.614058, -4.483332], [-5.384172, 5.948420, -7.468192], [-4.699383, -3.073312, 5.047567], [1.397931, -1.870077, 5.967761], [-1.810869, 1.156641, 1.353621], [-3.136289, -2.846328, 3.158514], [-1.647631, -1.554450, 7.778820], [-4.930132, -2.561963, 5.986140], [-0.088304, -3.602899, 1.619124], [-6.127859, 4.432162, -4.483048], [4.112964, 5.663754, -2.729550], [2.159636, -2.847566, 9.179226], [3.161664, 0.442107, -2.228287], [-3.264009, -1.241978, -0.629940], [-3.085831, -0.344498, 3.964701], [4.297316, -1.563061, -0.294302], [-4.605361, 4.069194, -3.729149], [3.440470, 0.500463, 3.762274], [-5.001258, -3.655004, 2.356274], [-6.093631, -0.966818, 3.814142], [2.748109, -4.504123, 9.248884], [-4.985972, -4.996466, 5.965635], [3.540646, 3.489181, -3.329156], [4.701701, 6.786764, -0.221410], [0.603446, -2.476749, -0.690000], [-2.661960, -0.201539, -3.280504], [2.407388, -0.480908, -3.512958], [-2.353882, -2.164015, 2.810431], [-5.063867, -0.434168, 2.476657], [3.400288, -4.694258, -1.751001], [5.571892, -0.782283, -2.345703], [-2.785532, -1.950167, -3.401051], [-4.989128, 3.861866, -7.775953], [-2.059751, -0.869301, 8.521127], [-2.405475, 4.308612, -3.944982], [-2.858771, 5.471447, -6.104297], [-5.250891, 0.054532, -0.729945], [6.407340, 6.400374, 0.073005], [5.137402, 5.354789, 0.749706], [6.343768, 3.915417, -2.975312], [-2.438823, -2.237491, 7.464340], [1.235690, -1.036409, 6.652057], [1.078210, -5.138362, 7.440443], [4.617012, -0.315738, 1.403747], [-2.492025, 2.742589, -4.768516], [4.455352, -0.447770, -4.653453], [-3.490236, 1.597138, -2.675920], [5.482003, -3.231326, -3.920909], [-3.619013, -3.799944, 1.276856], [-1.211570, -0.927916, -1.070105], [6.948796, -1.450205, -3.186670], [2.408301, -2.243756, 6.125467], [3.144559, -3.942707, -4.044632], [1.154589, -4.587515, -1.196962], [2.584513, -2.316413, -4.455569], [0.636087, -3.858937, 5.588141], [-2.866573, 3.936335, -6.953320], [-4.594911, 2.218252, -1.460616], [3.692205, -1.412097, 2.421623], [2.144327, 0.905782, 2.627643], [-0.646875, 0.452920, -3.295170], [-1.886659, 1.668019, 2.313665], [3.454916, 5.038840, -1.216211], [-1.350081, -0.960309, 6.913908], [-6.373284, 4.169778, -6.759039], [0.389867, -4.730038, 8.991607], [7.795295, 0.619869, -3.433411], [1.348931, -1.474512, 4.949549], [-5.042709, 6.299572, -3.099796], [1.705529, -1.113305, 1.103391], [-2.617003, -3.772886, 3.415661], [-5.643873, -3.122327, 4.483127], [-5.404458, 0.651796, 3.803018], [4.754889, -2.999026, -5.506386], [-5.974930, 6.596535, -6.822401], [3.767039, 1.583195, 2.425620], [-1.210975, 3.897162, -5.169017], [-4.090166, -5.083653, 4.456978], [-0.587265, -2.622434, 5.653907], [5.918849, -1.050796, -5.368946], [-3.296638, -4.471576, 5.916074], [0.270689, -1.007690, -3.693292], [0.829626, -0.166399, -0.935132], [6.453335, 1.052494, -4.473650], [3.955804, 2.811625, -1.729669], [-4.382669, 6.371917, -7.553857], [5.650882, 1.396947, -1.653534], [0.302370, -1.610388, 8.664981], [-4.092530, -0.528870, 5.375203], [1.028828, 1.188724, -2.014732], [-4.334484, -2.042664, -1.756567], [2.411090, 0.249058, 0.200852], [2.946449, -3.572892, 7.772642], [-3.844424, 6.483788, -4.374827], [7.216213, 2.115311, -1.922695], [-5.313000, 0.060088, -2.490800], [-4.416655, -2.241410, 1.477576], [3.382604, -3.612396, 0.758049], [-1.737610, 0.076675, 1.513788], [-5.547964, 6.802777, -4.703896], [-5.837929, 5.978330, -8.460101], [-0.916540, 1.500331, 0.829282], [-0.807022, -2.812690, 9.299056], [5.559321, 2.879949, -4.144882], [-0.897123, -2.316635, -2.145291]],
  "forces_ev_per_angstrom": [[-0.2, -0.1, 0.9], [-0.2, -0.1, -0.1], [0.2, -0.1, 0.0], [0.2, -0.4, 0.0], [0.0, -0.1, 0.1], [0.2, 0.3, -0.4], [-0.3, -0.3, -0.1], [0.1, 0.0, -0.1], [0.0, 0.0, 0.0], [0.1, 0.1, 0.0], [0.2, 0.0, 0.2], [0.1, 0.1, 0.0], [-0.1, 0.1, -0.2], [0.1, -0.3, 0.0], [-0.2, 0.1, 0.0], [0.0, -0.1, -0.1], [0.0, 0.0, 0.1], [0.1, 0.0, 0.0], [-0.2, 0.2, -0.1], [0.4, 0.2, -0.1], [0.0, 0.0, 0.2], [0.1, -0.1, -0.2], [0.1, 0.1, 0.0], [0.0, 0.2, -0.2], [0.0, 0.2, 0.1], [-0.2, 0.4, 0.3], [0.1, -0.2, 0.1], [0.1, -0.2, 0.1], [-0.1, -0.1, -0.1], [0.1, 0.0, 0.2], [-0.3, -0.3, 0.1], [0.0, 0.0, 0.0], [0.0, -0.2, -0.1], [0.0, 0.0, -0.1], [0.9, 0.0, 0.0], [0.0, 0.0, 0.0], [-0.2, -0.1, 0.1], [-0.2, 0.2, -0.2], [-0.1, -0.1, -0.1], [0.3, 0.2, 0.1], [0.0, 0.0, 0.0], [0.2, -0.2, 0.2], [-0.2, 0.0, -0.1], [-0.8, 0.1, -0.3], [-0.1, -0.2, -0.4], [0.0, 0.1, 0.0], [0.0, -0.1, 0.0], [0.0, 0.1, 0.1], [0.1, 0.2, 0.2], [0.0, 0.0, 0.0], [0.0, -0.1, 0.0], [0.0, -0.1, -0.1], [0.1, 0.3, 0.0], [0.0, -0.1, 0.0], [-0.1, 0.0, 0.1], [0.0, 0.0, 0.0], [0.0, -0.2, 0.1], [0.0, 0.0, -0.1], [0.1, 0.0, 0.0], [0.0, 0.0, 0.0], [-0.1, 0.0, 0.1], [0.0, 0.0, -0.1], [0.0, 0.0, 0.0], [-0.2, 0.1, 0.0], [0.0, 0.0, 0.0], [-0.1, 0.0, -0.1], [0.0, 0.0, 0.0], [0.0, 0.0, 0.0], [0.0, 0.0, 0.0], [0.0, 0.0, 0.0], [0.0, -0.1, 0.2], [0.1, -0.1, 0.0], [0.1, -0.1, -0.3], [0.0, -0.1, 0.0], [0.1, 0.0, 0.1], [0.0, 0.1, 0.0], [0.0, 0.0, 0.0], [0.2, 0.0, 0.1], [-0.1, 0.0, 0.0], [0.1, 0.2, 0.0], [0.0, 0.0, 0.0], [0.0, 0.0, 0.0], [0.0, 0.0, 0.0], [0.0, 0.0, 0.0], [0.0, 0.0, -0.1], [-0.1, -0.1, 0.0], [-0.1, 0.0, 0.0], [0.0, -0.1, 0.0], [0.0, 0.0, 0.0], [0.0, 0.0, 0.0], [0.0, 0.0, 0.0], [-0.1, 0.0, 0.1], [0.0, 0.0, 0.0], [0.0, -0.1, 0.1], [0.2, 0.0, 0.2], [0.0, 0.0, -0.1], [0.0, 0.0, 0.0], [0.0, -0.1, -0.1], [-0.1, 0.1, 0.0], [0.0, 0.0, 0.1], [-0.1, 0.2, -0.1], [-0.1, 0.1, -0.2], [0.1, 0.1, 0.1], [0.0, 0.0, 0.1], [0.0, 0.0, 0.0], [0.2, 0.0, 0.1], [0.0, 0.1, -0.1], [0.1, -0.1, 0.1], [0.1, -0.1, -0.1], [0.0, -0.2, 0.0], [0.1, -0.1, -0.1], [0.0, 0.0, 0.0], [0.0, 0.0, 0.0], [0.0, 0.0, 0.0], [-0.1, 0.1, -0.2], [0.0, 0.0, 0.0], [0.0, 0.0, 0.0], [-0.1, 0.3, -0.2], [0.0, 0.0, 0.0], [0.0, 0.0, 0.0], [0.0, 0.0, 0.0], [0.0, 0.0, 0.1], [0.0, 0.0, 0.0], [-0.1, 0.1, -0.1], [0.0, 0.0, 0.0], [0.0, 0.0, 0.0], [0.0, 0.0, 0.0], [-0.1, 0.0, 0.1], [0.0, 0.0, 0.0], [-0.1, 0.2, -0.1], [0.0, 0.0, -0.2], [0.1, 0.0, 0.1], [0.0, 0.0, -0.1], [0.0, 0.0, 0.0], [0.0, 0.0, -0.2], [0.0, 0.0, 0.0], [0.0, -0.1, 0.0], [0.0, -0.1, 0.1], [0.0, 0.1, 0.1], [0.1, 0.0, 0.1], [0.0, 0.0, 0.0], [0.0, 0.0, 0.0], [-0.2, -0.1, 0.1], [0.1, 0.0, 0.0], [0.0, 0.0, 0.1], [0.2, 0.0, -0.2], [0.0, 0.1, 0.1], [0.0, 0.0, 0.0], [0.0, 0.0, 0.0], [-0.1, -0.1, 0.0], [0.0, 0.0, 0.0], [0.0, 0.1, 0.1], [-0.1, 0.2, 0.2]]
}